Entry 1:
Formula: C4H9N3S
Source: OMol25
Level of theory: ωB97M-V/def2-TZVPD

The value obtained for the energy above the lowest of the compared OMol25 structures with the same formula, charge and spin is 4.376 eV. Its spin multiplicity is 1. The calculation puts the HOMO-LUMO gap at 0.3421 hartree. For the HOMO energy, the calculation gives -8.69 eV. As for the SMILES: C[C@H]1N[C@@H]1C(=S)NN. For the LUMO energy, the calculation gives 0.62 eV.

Last column: natural (NBO) charge in e.
Positions of all 17 atoms, in Å:
C 2.712 -0.414 0.162  -0.659
C 1.137 -0.483 0.679  -0.060
C 0.157 0.594 0.674  -0.164
C -1.170 0.028 0.001  0.162
H 2.655 -0.451 -0.973  0.231
H 3.344 -1.500 0.247  0.218
H 3.392 0.305 0.803  0.239
H 0.640 -1.424 0.240  0.205
H -0.049 -0.821 2.094  0.379
H 0.394 1.576 0.259  0.208
H -1.130 1.997 -0.730  0.414
H -3.617 0.742 -1.200  0.364
H -2.581 -0.359 -1.852  0.383
N 0.565 -0.064 1.921  -0.552
N -1.578 0.974 -0.804  -0.427
N -2.715 0.708 -1.688  -0.651
S -2.156 -1.408 0.167  -0.290

=====

Entry 2:
Formula: C3H5FN3
Source: OMol25
Level of theory: ωB97M-V/def2-TZVPD

The value obtained for the energy above the lowest of the compared OMol25 structures with the same formula, charge and spin is 1.777 eV. Its spin multiplicity is 1. The total charge is +1. The calculation puts the HOMO-LUMO gap at 0.4026 hartree. For the HOMO energy, the calculation gives -15.39 eV. For the LUMO energy, the calculation gives -4.43 eV.

Last column: natural (NBO) charge in e.
Positions of all 12 atoms, in Å:
C 0.722 0.795 2.879  0.301
C -0.434 -0.138 -1.786  0.248
C 0.895 -1.334 -0.167  0.645
N 0.425 0.664 1.799  -0.434
N -1.096 -1.051 -2.362  -0.504
N 0.083 -0.394 -0.416  -0.536
F 1.156 -2.279 -1.035  -0.241
H 0.995 1.009 3.890  0.275
H 0.075 0.813 -1.959  0.208
H 1.646 -1.263 0.611  0.205
H -1.457 -0.868 -3.215  0.379
H 0.130 0.296 0.433  0.453

=====

Entry 3:
Formula: C23H44N2O7S
Source: OMol25
Level of theory: ωB97M-V/def2-TZVPD

The value obtained for the energy above the lowest of the compared OMol25 structures with the same formula, charge and spin is 4.305 eV. Its spin multiplicity is 1. The calculation puts the HOMO-LUMO gap at 0.3339 hartree. For the HOMO energy, the calculation gives -8.82 eV. As for the SMILES: [H]/N=C\C[C@]1(CCCCCCCCCCCCC)OC(=O)[C@@H](O)[C@H]1CNC.O=S1(=O)OCCO1. For the LUMO energy, the calculation gives 0.27 eV.

Last column: Mulliken charge in e.
Positions of all 77 atoms, in Å:
C -2.411 0.324 -5.251  -0.628
C -1.364 1.465 -4.865  -0.786
C -0.086 0.961 -4.034  0.534
C 0.699 -0.271 -4.688  -0.780
C 0.150 -1.723 -4.300  -0.610
C -0.275 -1.907 -2.772  0.872
C -1.019 -3.352 -2.634  -0.905
C -2.539 -3.127 -3.172  0.039
C -3.602 -2.910 -1.991  -0.900
C -3.655 -1.381 -1.451  -0.213
C -2.923 -1.387 -0.008  -0.460
C -2.396 0.051 0.447  -0.357
C -1.515 -0.195 1.792  -1.453
C 0.054 -0.096 1.526  0.696
C 0.777 -0.989 2.668  -0.868
C 0.635 -2.564 2.389  -0.011
N 1.653 -3.389 2.492  -0.743
O 0.473 -0.790 0.301  0.126
C 1.823 -0.388 0.099  -0.074
O 2.770 -1.168 -0.063  -0.607
C 1.756 1.214 0.197  0.467
O 1.193 1.629 -1.076  -0.574
C 0.740 1.358 1.449  1.185
C -0.170 2.680 1.505  -0.868
N 0.475 3.705 2.402  -0.465
C 1.795 4.139 1.851  -0.586
H -3.082 -0.001 -4.375  0.060
H -3.138 0.795 -6.013  0.394
H -1.950 -0.569 -5.794  0.140
H -0.948 2.028 -5.779  0.344
H -1.943 2.244 -4.246  0.315
H 0.653 1.847 -4.030  0.339
H -0.398 0.815 -2.951  -0.621
H 1.820 -0.130 -4.514  0.365
H 0.558 -0.168 -5.829  0.295
H 1.025 -2.455 -4.478  0.333
H -0.704 -2.104 -4.945  0.268
H 0.611 -1.889 -2.046  -0.032
H -1.067 -1.148 -2.424  -0.544
H -1.009 -3.692 -1.534  0.303
H -0.478 -4.139 -3.257  0.389
H -2.528 -2.144 -3.773  -0.302
H -2.810 -3.944 -3.914  0.338
H -3.280 -3.576 -1.114  0.380
H -4.633 -3.209 -2.403  0.338
H -3.182 -0.638 -2.169  -0.004
H -4.757 -1.065 -1.347  0.489
H -1.998 -2.058 -0.149  -0.111
H -3.653 -1.803 0.759  0.318
H -1.740 0.573 -0.338  -0.030
H -3.315 0.682 0.728  0.426
H -1.774 -1.233 2.214  0.499
H -1.764 0.550 2.616  0.465
H 0.233 -0.780 3.646  0.494
H 1.880 -0.704 2.817  0.158
H -0.372 -3.031 2.121  0.292
H 2.457 -2.800 2.763  0.298
H 2.831 1.557 0.355  0.317
H 1.672 1.193 -1.810  0.331
H 1.389 1.434 2.390  -0.604
H -1.220 2.516 1.904  0.296
H -0.253 3.068 0.430  0.372
H 0.653 3.247 3.311  0.173
H 1.738 4.470 0.761  0.298
H 2.138 5.056 2.452  0.300
H 2.597 3.342 1.995  0.159
C 3.941 0.604 5.459  -0.339
C 3.926 1.201 6.857  -0.469
O 3.347 2.497 6.699  -0.303
S 2.262 2.450 5.495  1.064
O 0.960 2.281 6.067  -0.586
O 2.571 3.493 4.565  -0.494
O 2.720 1.032 4.853  -0.225
H 4.772 1.001 4.869  0.296
H 3.997 -0.485 5.476  0.342
H 4.924 1.276 7.288  0.329
H 3.284 0.623 7.527  0.318

=====

Number 1: electronic energy -19595.260 eV. Number 2: electronic energy -10370.306 eV. Number 3: electronic energy -52706.905 eV.